# 1
15
Properties=species:S:1:pos:R:3:forces:R:3 method="wB97M-V/def2-TZVPD" relative_energy_kj_mol=60.7 largest_force_ev_per_a=1.5 e_homo_ev=-9.89 e_tot_ha=-358.24843
N 0.48891 -0.90501 -1.14745 -0.66 0.00 -0.11
C 0.24959 0.46084 -1.02917 0.34 0.26 -0.23
N 0.28783 1.19939 -2.24198 -0.79 -0.60 1.19
N 0.06248 0.99161 0.11056 0.43 -0.22 -0.04
H 0.25188 -1.41376 -0.30988 -0.11 -0.01 0.21
H 0.02039 -1.34586 -1.92932 0.31 0.08 -0.16
H -0.26306 0.73387 -2.94184 0.68 0.37 -0.73
H 1.11060 1.74441 -2.43067 -0.13 -0.22 -0.41
H 0.05234 1.99281 -0.01794 -0.27 0.29 0.17
H 1.29493 -0.83875 1.51553 0.51 0.39 0.03
H 0.42506 -1.01945 2.66877 0.08 0.10 0.42
O 1.34606 -0.78820 2.47832 -0.56 -0.44 -0.31
H -1.21375 0.04729 1.31176 0.14 -0.03 -0.31
H -2.28268 -0.21442 2.35094 -0.04 -0.28 -0.14
O -1.83060 -0.64477 1.61237 0.05 0.31 0.41


# 2
15
Properties=species:S:1:pos:R:3:forces:R:3 method="wB97M-V/def2-TZVPD" relative_energy_kj_mol=177.3 largest_force_ev_per_a=4.4 e_homo_ev=-14.17 e_tot_ha=-947.08880 charge=+1
C 1.92490 -1.18608 -0.33400 -0.01 -0.05 0.07
N -0.59995 0.64311 -1.61439 0.87 -0.94 4.26
N 0.02774 1.53849 1.08486 -0.07 -0.30 -0.22
N -2.00420 -0.05757 1.24958 0.38 0.07 -0.20
P -0.58313 0.15325 0.47839 -0.27 0.59 -3.94
S 0.45304 -1.61767 0.66466 -0.40 0.49 -0.04
H 1.75769 -0.25200 -0.85730 0.06 0.06 -0.14
H 2.07667 -1.98695 -1.04763 -0.04 -0.04 -0.10
H 2.78365 -1.11604 0.32469 -0.02 0.06 0.08
H -0.79181 -0.23301 -2.09540 -0.17 -0.05 0.17
H -1.38488 1.26887 -1.72999 -0.36 0.10 0.07
H 0.73213 2.01336 0.53895 -0.02 0.11 -0.10
H 0.18254 1.57944 2.08396 0.01 0.04 0.06
H -2.54937 -0.89276 1.10020 0.01 -0.14 0.03
H -2.55563 0.76399 1.46135 0.03 0.01 0.00


# 3
15
Properties=species:S:1:pos:R:3:forces:R:3 method="wB97M-V/def2-TZVPD" relative_energy_kj_mol=143.0 largest_force_ev_per_a=4.6 e_homo_ev=-12.08 e_tot_ha=-660.39704 charge=+1
C 0.11081 -0.14423 0.51069 -1.07 0.71 -0.69
N 0.49391 0.58467 1.51473 -1.15 1.95 -1.35
N 0.04551 -1.15962 -0.21305 1.17 -1.41 1.59
N -1.10712 2.81851 1.21054 -2.20 -2.12 3.49
N 1.01865 -2.63481 -1.98523 1.09 -1.64 1.92
S -1.09484 0.02389 -0.83904 -0.68 1.43 -0.47
H -0.05063 1.59805 1.51250 0.30 -1.55 0.00
H 0.59244 0.13357 2.37673 0.75 -0.81 1.47
H 2.02518 -3.05530 -1.91139 -2.68 1.04 -0.61
H -1.29146 3.26584 2.14794 0.13 -0.46 -1.77
H -0.53379 3.33033 0.65627 1.65 2.30 -2.05
H -1.97515 2.51495 0.74799 0.69 0.50 0.40
H 0.67863 -2.06260 -1.04088 0.66 -0.28 -0.04
H 0.84425 -1.91090 -2.63314 0.55 0.73 -1.57
H 0.24362 -3.30237 -2.05467 0.77 -0.39 -0.34


# 4
14
Properties=species:S:1:pos:R:3:forces:R:3 method="wB97M-V/def2-TZVPD" relative_energy_kj_mol=53.4 largest_force_ev_per_a=1.2 e_homo_ev=-10.66 e_tot_ha=-323.94725
C -1.33668 -2.17777 -0.10637 0.61 0.24 -1.06
N -0.11450 -2.12068 -0.43517 0.20 -0.50 0.63
H -2.03239 -1.89730 -0.90001 -0.37 0.08 0.54
H -1.64447 -2.49323 0.87614 -0.51 -0.18 0.21
H 0.44425 -2.48622 0.34750 0.11 0.47 -0.27
H 0.49741 -0.23502 -1.06539 -0.04 -0.13 0.00
H 0.33184 0.41747 -2.42641 -0.01 0.10 -0.02
O 0.46699 0.63274 -1.49958 0.02 -0.01 0.00
H 0.46098 0.86605 1.06026 0.18 0.07 0.40
H 0.87019 0.58980 2.51000 0.00 0.15 -0.05
O 0.81975 0.18178 1.64256 -0.15 -0.31 -0.18
H 0.48188 3.69227 0.04172 0.01 0.02 0.08
H 0.37216 2.23296 -0.42085 0.06 0.13 0.07
O 0.38256 2.79715 0.37557 -0.11 -0.13 -0.35